(1)
A structure of composition H12Na7O18S3, computed with ωB97M-V with the def2-TZVPD basis set.

For the HOMO energy, the calculation gives -8.62 eV. The LUMO energy comes out at -6.98 eV. As for the net charge: +1. As for the spin multiplicity: 1.

Element x y z (Å)
Na (2.2034, -2.3071, 0.0080)
Na (-2.5528, 1.6148, 2.9419)
Na (-3.6873, -1.5708, -2.0226)
Na (-3.1374, -1.7472, 1.3027)
Na (-0.0444, -0.8490, 2.5784)
Na (2.7135, 0.9583, 0.4798)
Na (-0.9859, -3.1374, -1.0240)
S (3.4467, -0.9552, 2.9455)
O (2.2641, -1.1256, 2.0738)
O (4.3760, -0.0489, 2.2358)
O (3.1096, -0.4111, 4.2664)
O (4.1430, -2.2243, 3.1502)
S (-0.8517, 0.1532, -0.2257)
O (-1.8194, -0.9132, -0.5651)
O (0.4875, -0.4534, -0.1797)
O (-0.8756, 1.2340, -1.1863)
O (-1.1623, 0.6206, 1.1322)
S (-0.2349, -3.9171, 1.9480)
O (-1.0364, -2.7811, 1.4348)
O (0.9856, -4.1438, 1.1638)
O (0.2147, -3.6310, 3.3034)
O (-1.0255, -5.1589, 1.8233)
O (-1.0780, 3.9732, -1.6348)
H (-1.1347, 3.0142, -1.5013)
H (-0.8291, 4.0858, -2.5590)
O (-3.5529, 2.2367, -0.4483)
H (-4.2070, 1.5524, -0.6244)
H (-2.7012, 1.8239, -0.6306)
O (1.7129, 2.2782, -1.5223)
H (0.8345, 1.9042, -1.3951)
H (1.9130, 2.1093, -2.4519)
O (0.3112, 3.1228, 1.2135)
H (0.8257, 3.0869, 2.0325)
H (-0.2305, 2.3262, 1.2293)
O (-1.3795, 1.0474, -3.9940)
H (-1.2243, 1.2604, -3.0662)
H (-1.8046, 0.1896, -3.9778)
O (1.9879, -0.9654, -3.1248)
H (1.5441, -1.7146, -2.7130)
H (2.4817, -0.5370, -2.4163)

Force components x, y, z for each atom (eV/Å):
Na 0.1 -0.5 1.8
Na 0.3 0.6 -0.4
Na 0.1 0.5 -0.2
Na 1.1 -0.7 0.4
Na 1.7 -1.3 0.2
Na 0.4 -0.1 0.8
Na 0.8 -0.4 1.4
S 4.2 -0.8 3.1
O -3.0 0.4 -2.2
O -0.6 1.3 -1.5
O -1.4 0.6 -0.6
O -0.7 -0.3 -0.8
S 3.5 -1.1 0.0
O -2.6 -1.2 -1.2
O -0.3 -0.1 -0.4
O -1.0 0.3 -0.2
O -1.5 0.6 1.8
S 2.1 -5.7 3.3
O -2.4 3.5 -2.0
O 0.7 1.7 -3.0
O -1.3 1.2 0.1
O -0.8 1.4 -0.2
O -0.2 -0.3 -0.1
H 0.1 0.8 -0.1
H 0.0 0.1 0.1
O -0.3 -0.4 0.6
H -0.1 0.2 -0.1
H 0.2 0.3 -0.3
O 0.7 -0.5 0.1
H -0.2 0.2 -0.1
H 0.0 0.1 0.1
O 0.1 -0.2 0.4
H 0.0 0.2 -0.1
H 0.1 0.0 -0.1
O -0.2 0.1 0.0
H 0.1 0.0 0.0
H 0.1 -0.1 -0.2
O -0.1 -0.1 0.2
H 0.1 0.1 -0.2
H 0.0 0.1 -0.1

Mulliken atomic charge list, values in e, 6 entries:
1 Na 0.89
2 Na 0.97
3 Na 0.96
4 Na 0.92
5 Na 0.81
6 Na 0.87



(2)
A structure of composition H12NaO6, computed with ωB97M-V with the def2-TZVPD basis set.

Its energy relative to the best compared isomer or geometry (same formula, charge and spin) is 71.78 kJ/mol. For the HOMO energy, the calculation gives -15.42 eV. The LUMO energy comes out at -3.49 eV. As for the net charge: +1. As for the spin multiplicity: 1.

Element x y z (Å)
Na (0.2221, -0.2402, -0.0226)
O (-2.4406, -0.3393, -0.5319)
H (-2.9750, -0.2415, -1.2896)
H (-2.5527, -1.2502, -0.2412)
O (-0.5237, 1.8349, 0.9167)
H (-1.0012, 2.0525, 1.7063)
H (-0.3040, 2.7227, 0.5706)
O (2.3514, 1.0442, 0.1642)
H (2.8818, 0.4589, 0.6826)
H (2.0875, 1.7223, 0.7722)
O (0.2810, 0.5180, -2.2630)
H (1.1170, 0.3352, -2.6506)
H (-0.2849, -0.1262, -2.6426)
O (0.7077, -0.4673, 2.3348)
H (-0.0440, -0.9390, 2.7207)
H (0.8229, 0.3477, 2.8274)
O (0.1798, -2.4021, -0.8749)
H (-0.4801, -2.8746, -0.3938)
H (-0.0451, -2.1559, -1.7850)

Force components x, y, z for each atom (eV/Å):
Na 0.1 0.6 0.2
O 1.5 -0.4 1.5
H -1.1 0.2 -1.4
H -0.3 0.1 -0.1
O 0.7 0.9 -0.7
H -0.6 -0.1 0.7
H -0.2 -0.7 -0.1
O -0.5 -0.2 -0.9
H 0.8 -0.6 0.5
H -0.2 0.7 0.4
O -0.3 0.6 1.2
H 1.4 0.1 -0.6
H -1.1 -0.6 -0.8
O -0.3 -0.5 -0.4
H 0.3 0.2 0.3
H -0.1 0.0 0.2
O 1.4 1.2 -0.3
H -0.9 -0.7 -0.3
H -0.5 -0.8 0.5

Mulliken atomic charge list, values in e, 6 entries:
1 Na 0.89
2 O -0.57
3 H 0.30
4 H 0.32
5 O -0.49
6 H 0.27



(3)
A structure of composition H12O14PbS2, computed with ωB97M-V with the def2-TZVPD basis set.

Its energy relative to the best compared isomer or geometry (same formula, charge and spin) is 0.23 kJ/mol. For the HOMO energy, the calculation gives -1.59 eV. The LUMO energy comes out at 3.87 eV. As for the net charge: -2. As for the spin multiplicity: 1.

Element x y z (Å)
Pb (-0.3189, -0.1750, 0.1725)
S (1.8497, 2.2243, 2.0825)
O (1.3061, 2.0984, 3.4576)
O (2.0004, 3.6187, 1.6613)
O (3.1179, 1.4617, 1.9722)
O (0.8600, 1.5441, 1.1537)
S (0.5963, 0.4440, -3.4974)
O (-0.0452, 0.1126, -2.1538)
O (0.3101, 1.8593, -3.7848)
O (2.0474, 0.1950, -3.3500)
O (0.0020, -0.4532, -4.5014)
O (2.2398, -0.4574, -0.4153)
H (2.5909, 0.4171, -0.1843)
H (2.5302, -0.6346, -1.3232)
O (-2.3241, -1.3639, 1.6174)
H (-3.0646, -1.0445, 2.1419)
H (-2.0230, -2.1628, 2.0605)
O (-2.1153, 1.6106, 0.3932)
H (-2.9266, 1.7392, -0.1051)
H (-1.8906, 2.4614, 0.7888)
O (0.7164, -0.9126, 2.4457)
H (0.3606, -1.2241, 3.2808)
H (1.5517, -0.4634, 2.6608)
O (-0.0078, -2.8532, -0.1423)
H (-0.3423, -3.4084, -0.8537)
H (0.4087, -3.4524, 0.4840)
O (-2.5034, -0.5560, -1.6586)
H (-3.2423, -0.3535, -2.2376)
H (-1.6843, -0.2716, -2.1653)

Force components x, y, z for each atom (eV/Å):
Pb 1.6 0.9 -0.7
S 0.4 0.1 0.7
O 0.0 0.0 -0.2
O -0.1 -0.2 0.1
O -0.2 -0.2 -0.1
O -0.8 0.0 -0.7
S 0.9 0.8 -0.9
O -0.9 -0.3 0.6
O 0.0 -0.4 0.0
O -0.1 -0.2 0.2
O -0.2 -0.1 0.1
O 0.3 -0.4 0.3
H -0.1 0.0 0.2
H -0.5 0.4 -0.3
O -0.5 -0.3 0.4
H 0.0 0.1 0.0
H 0.1 0.0 -0.1
O -0.6 0.5 0.4
H 0.1 -0.1 -0.3
H 0.4 0.0 0.0
O 0.3 -0.9 0.5
H 0.0 0.2 0.1
H -0.1 0.5 -0.2
O -0.1 -0.6 0.2
H 0.0 0.2 -0.2
H 0.2 0.1 0.0
O -0.3 0.0 -0.3
H 0.0 0.0 -0.1
H 0.1 -0.1 0.2

Mulliken atomic charge list, values in e, 6 entries:
1 Pb 1.86
2 S 1.02
3 O -0.75
4 O -0.72
5 O -0.77
6 O -0.75



(4)
A cluster of 6 separate species, H12O6 in total, computed with ωB97M-V with the def2-TZVPD basis set.

Its energy relative to the best compared isomer or geometry (same formula, charge and spin) is 50.51 kJ/mol. For the HOMO energy (alpha / beta), the calculation gives 0.40 / -6.96 eV. The LUMO energy (alpha / beta) comes out at 2.96 / 2.87 eV. As for the net charge: -1. As for the spin multiplicity: 2.

Element x y z (Å)
O (-3.7340, 1.7775, 0.7076)
H (-4.0124, 1.6230, 1.6103)
H (-3.0124, 1.1637, 0.5706)
O (2.2503, -2.6578, -0.3104)
H (1.4622, -2.4798, -0.8238)
H (2.1532, -2.1172, 0.4736)
O (1.4610, 3.4591, -0.8708)
H (1.8458, 2.8962, -1.5425)
H (1.6816, 4.3484, -1.1477)
O (1.1128, -0.8906, 2.0883)
H (0.4395, -0.4334, 1.5845)
H (0.6241, -1.4817, 2.6609)
O (-0.4111, 0.5344, -0.0037)
H (-0.4318, -0.2304, -0.5789)
H (0.0350, 1.2084, -0.5165)
O (-0.1696, -2.0218, -1.2401)
H (-0.7464, -2.4112, -0.5829)
H (-0.5479, -2.2867, -2.0785)

Force components x, y, z for each atom (eV/Å):
O -0.4 0.3 0.0
H 0.0 -0.1 0.2
H 0.5 -0.3 -0.2
O 1.2 -0.5 0.2
H -0.6 0.1 -0.2
H -0.2 0.3 0.3
O -0.1 0.0 0.2
H 0.1 -0.3 -0.2
H 0.0 0.2 0.0
O 0.6 -0.2 0.4
H -0.4 0.5 -0.7
H -0.1 -0.2 0.1
O -0.3 0.5 0.8
H 0.0 -0.9 -0.6
H 0.2 0.4 -0.1
O 0.8 1.0 0.0
H -0.8 -0.6 0.8
H -0.5 -0.3 -0.9

Mulliken atomic charge list, values in e, 6 entries:
1 O -0.89
2 H 0.34
3 H 0.43
4 O -1.18
5 H 0.28
6 H 0.45